Record 1
{
  "formula": "C37H29KOPS4",
  "method": "ωB97M-V/def2-TZVPD",
  "lumo_ev": [2.242, 1.214],
  "energy_ha": -4036.5848,
  "de_lowest_kcal_mol": 86.1,
  "homo_lumo_gap_ev": [5.97, 4.95],
  "largest_force_ha_per_bohr": 0.0486,
  "charge": -1,
  "symbols": ["K", "O", "C", "C", "C", "C", "C", "S", "C", "C", "C", "C", "S", "C", "C", "C", "C", "S", "H", "H", "H", "H", "H", "H", "H", "H", "H", "C", "C", "C", "C", "C", "C", "P", "C", "C", "C", "C", "C", "C", "C", "C", "C", "C", "C", "C", "H", "H", "H", "H", "H", "H", "H", "H", "H", "H", "H", "H", "H", "H", "H", "S", "C", "C", "C", "C", "C", "C", "H", "H", "H", "H", "H"],
  "xyz": [[-0.781025, 0.886521, 1.659260], [-1.614585, -0.975828, 1.020157], [-2.203796, -1.842027, 0.167164], [-2.935311, -1.073889, -0.955672], [-2.552760, 0.107347, -1.513350], [-3.428874, 0.560441, -2.537521], [-4.473366, -0.283502, -2.738669], [-4.416817, -1.619847, -1.658930], [-3.238305, -2.748821, 0.859411], [-3.597641, -4.036652, 0.591701], [-4.662468, -4.497234, 1.418232], [-5.076016, -3.552879, 2.302694], [-4.181796, -2.092788, 2.137716], [-1.154222, -2.792234, -0.466282], [0.146827, -2.958266, 0.203818], [1.429134, -2.789561, -1.929030], [0.442402, -3.350823, -2.623012], [-1.245258, -3.258860, -2.127382], [-1.652106, 0.632353, -1.222020], [-3.278594, 1.480560, -3.086040], [-5.287664, -0.201265, -3.441442], [-3.123695, -4.632910, -0.175256], [-5.083485, -5.491322, 1.350837], [-5.855555, -3.627320, 3.045028], [0.070505, -2.497790, 1.193900], [2.460247, -2.885445, -2.252065], [0.584116, -3.905348, -3.540985], [6.878576, 0.826588, 1.123641], [6.288436, 0.937329, -0.128085], [4.925165, 0.735285, -0.280621], [4.133969, 0.424273, 0.821572], [4.733181, 0.329803, 2.076088], [6.098936, 0.520395, 2.228608], [2.326975, 0.089604, 0.712150], [1.860488, 1.088475, -0.760573], [1.381456, 2.375903, -0.510814], [0.935469, 3.181237, -1.548240], [0.965952, 2.710494, -2.852458], [1.476468, 1.446822, -3.117045], [1.927365, 0.643521, -2.081645], [2.340944, -1.616259, 0.100271], [3.226223, -2.547039, 0.633479], [3.085551, -3.928130, 0.679536], [1.913947, -4.739879, 0.537877], [0.633384, -4.369757, 0.330431], [1.139191, -2.056228, -0.649851], [7.943044, 0.989537, 1.238052], [6.894869, 1.185108, -0.990611], [4.477548, 0.823366, -1.261955], [4.115290, 0.105697, 2.938543], [6.553868, 0.439223, 3.207791], [1.359474, 2.760921, 0.504858], [0.563989, 4.174232, -1.329600], [0.593393, 3.326865, -3.660926], [1.518459, 1.078107, -4.134813], [2.321492, -0.339231, -2.305371], [4.156595, -2.147789, 1.028351], [3.976748, -4.478804, 0.963791], [2.096540, -5.805335, 0.643969], [-0.130364, -5.138615, 0.289735], [0.539494, -1.175993, -0.897037], [-0.567520, 3.985866, 2.416519], [-2.053368, 4.805275, 2.030833], [-3.099769, 4.174419, 1.337199], [-4.274136, 4.844050, 1.034144], [-4.450944, 6.169094, 1.410580], [-3.427604, 6.811886, 2.097260], [-2.251514, 6.146676, 2.401699], [-2.974229, 3.141451, 1.035249], [-5.061373, 4.326111, 0.496620], [-5.370539, 6.691156, 1.174116], [-3.551852, 7.847166, 2.397881], [-1.459142, 6.654547, 2.936532]],
  "atomic_forces_ev_per_a": [[0.77, 2.19, 0.94], [-0.86, -1.92, -0.84], [-0.18, -0.33, -0.15], [-0.23, -0.06, 0.15], [0.11, -0.05, -0.02], [0.10, 0.09, -0.04], [-0.16, -0.22, 0.10], [0.25, 0.12, -0.09], [0.13, 0.15, 0.07], [-0.05, 0.09, 0.04], [0.03, -0.11, -0.04], [-0.02, 0.24, 0.03], [0.02, -0.17, -0.02], [-0.36, -0.04, -0.17], [0.50, 0.29, -0.04], [0.13, 0.03, -0.11], [-0.26, 0.14, 0.13], [0.07, -0.14, -0.11], [-0.01, -0.01, 0.02], [-0.02, -0.03, -0.02], [0.02, 0.09, 0.01], [0.02, 0.00, -0.02], [-0.02, 0.02, 0.04], [0.02, -0.04, -0.01], [-0.11, 0.01, -0.02], [-0.02, -0.05, -0.03], [0.10, 0.01, 0.00], [0.01, 0.01, 0.02], [0.01, 0.01, -0.03], [0.03, -0.03, 0.00], [-0.09, 0.03, 0.24], [-0.07, 0.00, 0.00], [0.06, 0.01, -0.01], [0.49, 0.10, -0.52], [0.01, 0.03, 0.03], [0.08, -0.11, 0.13], [0.02, 0.11, -0.05], [0.01, 0.02, 0.05], [0.02, -0.05, -0.07], [-0.01, 0.01, 0.03], [0.09, -0.42, 0.46], [0.00, 0.68, -0.38], [-0.12, -0.31, 0.09], [0.14, -0.16, -0.09], [-0.09, 0.20, 0.08], [-0.33, -0.22, 0.17], [0.00, -0.01, 0.00], [-0.01, 0.00, 0.00], [-0.03, 0.01, -0.01], [0.03, 0.01, 0.01], [-0.02, 0.00, 0.01], [-0.16, 0.04, -0.02], [-0.05, -0.03, 0.06], [0.02, 0.00, -0.01], [-0.02, 0.00, 0.01], [-0.02, -0.04, 0.00], [0.01, -0.08, 0.06], [0.00, 0.03, 0.03], [-0.02, 0.01, -0.01], [0.03, -0.04, -0.01], [-0.03, 0.03, 0.00], [0.30, -0.23, 0.04], [-0.02, 0.03, -0.05], [0.00, 0.13, 0.03], [-0.03, -0.03, -0.02], [-0.08, 0.05, -0.02], [-0.01, 0.01, 0.00], [-0.12, -0.03, -0.06], [-0.03, -0.01, -0.02], [0.02, -0.01, 0.01], [0.01, 0.00, 0.00], [0.02, -0.01, 0.01], [0.02, -0.01, 0.00]]
}

***

Record 2
{
  "formula": "C17H32ClN2O15S3",
  "method": "ωB97M-V/def2-TZVPD",
  "lumo_ev": 1.511,
  "energy_ha": -3559.8182,
  "homo_lumo_gap_ev": 5.83,
  "largest_force_ha_per_bohr": 0.0585,
  "charge": -1,
  "symbols": ["C", "C", "N", "C", "C", "C", "N", "C", "C", "C", "Cl", "C", "O", "O", "C", "C", "O", "H", "H", "H", "H", "H", "H", "H", "H", "H", "H", "H", "H", "H", "H", "H", "H", "H", "H", "H", "H", "C", "C", "O", "S", "O", "O", "O", "H", "H", "H", "H", "C", "C", "O", "S", "O", "O", "O", "H", "H", "H", "H", "C", "C", "O", "S", "O", "O", "O", "H", "H", "H", "H"],
  "xyz": [[-0.434374, -1.218134, -3.015071], [-0.703926, -0.811937, -1.503604], [-0.723504, 0.673359, -1.455372], [0.057629, 1.232600, -0.332328], [0.867885, 2.527346, -0.714402], [1.421265, 2.527940, -2.186196], [0.384699, 2.938375, -3.128446], [0.829508, 2.941622, -4.522880], [0.201555, 1.819789, -5.404878], [-1.346052, 1.717018, -5.306782], [-1.931601, 0.978512, -6.895367], [2.648842, 3.519771, -2.131273], [3.785418, 3.013268, -1.995925], [2.486631, 4.764976, -2.205015], [-2.023120, 1.182370, -1.538958], [-2.478861, 2.523113, -0.924222], [-2.852281, 0.553420, -2.174046], [0.108787, -0.352008, -3.450999], [-1.402136, -1.376163, -3.526176], [0.245709, -2.092632, -3.047412], [-1.620739, -1.286828, -1.098125], [0.153102, -1.257336, -0.938218], [0.792352, 0.515395, 0.072652], [-0.580504, 1.507129, 0.546613], [0.330528, 3.465011, -0.462408], [1.786679, 2.511236, -0.077836], [1.782650, 1.490478, -2.366856], [0.004015, 3.844315, -2.865916], [0.516214, 3.919822, -4.962800], [1.935771, 2.880289, -4.650294], [0.695564, 0.833869, -5.248589], [0.434938, 2.085477, -6.465423], [-1.814698, 2.716117, -5.273099], [-1.651598, 1.051376, -4.480666], [-2.256266, 2.559682, 0.165403], [-2.096554, 3.403232, -1.474543], [-3.587636, 2.559801, -0.999435], [1.346275, -2.906289, 3.681650], [-0.092883, -2.435090, 3.692961], [-0.251989, -1.719374, 2.459493], [0.682031, -2.388299, 1.335451], [-0.108538, -3.277037, 0.557744], [1.487980, -1.373651, 0.757857], [1.606262, -3.269091, 2.321081], [2.031340, -2.100249, 3.956832], [1.507256, -3.758091, 4.339806], [-0.312103, -1.790286, 4.542272], [-0.789279, -3.281724, 3.685192], [4.060720, 3.928509, 2.290941], [4.270149, 2.436175, 2.166444], [4.188049, 1.937673, 3.510868], [3.152211, 2.844345, 4.344017], [1.890408, 2.187731, 4.362688], [3.797178, 3.283174, 5.533431], [3.063187, 4.076351, 3.313536], [4.970883, 4.430976, 2.627202], [3.723509, 4.377226, 1.357469], [5.230755, 2.186932, 1.723128], [3.470856, 1.972561, 1.584453], [-4.396195, -6.948299, 3.012468], [-4.345779, -5.962872, 1.861980], [-4.006429, -4.713278, 2.468856], [-3.055678, -4.979308, 3.737842], [-1.702968, -4.794029, 3.334156], [-3.610338, -4.316918, 4.862937], [-3.324349, -6.562234, 3.878010], [-5.332460, -6.861490, 3.568976], [-4.266336, -7.976732, 2.681768], [-5.294029, -5.888309, 1.334783], [-3.555590, -6.220674, 1.152600]],
  "atomic_forces_ev_per_a": [[-0.16, 0.33, 1.04], [1.06, -0.91, -1.59], [-0.96, -0.09, 2.85], [0.80, 1.45, 0.56], [0.47, -0.65, -0.09], [-0.14, 0.82, 1.41], [0.08, -0.58, -0.22], [-0.48, 0.38, -0.58], [0.11, 0.32, -0.53], [1.00, -0.16, -0.25], [-0.08, 0.08, 0.65], [1.31, 0.79, -0.43], [-0.07, -1.18, 0.35], [-1.51, -0.49, -0.04], [-0.03, 0.05, -0.93], [-0.24, -0.19, 0.41], [-0.37, -0.17, -0.09], [-0.42, -0.65, 0.07], [0.70, -0.03, 0.00], [-0.63, 0.26, -0.19], [0.32, 0.51, -0.35], [-0.86, 1.20, -0.51], [-0.62, 0.19, -0.74], [0.29, -0.43, -0.60], [0.19, -0.47, -0.41], [-0.70, 0.13, -0.28], [-0.19, 0.70, -0.30], [0.59, -0.13, -0.03], [0.28, -0.63, 0.15], [-0.60, 0.13, 0.36], [-0.52, 0.57, 0.14], [-0.08, -0.15, 0.71], [0.19, -0.61, 0.19], [-0.15, 0.52, -0.52], [0.17, 0.30, -0.80], [0.18, -0.54, 0.47], [0.77, -0.25, -0.17], [0.18, 0.50, 0.35], [-0.36, -0.59, 0.41], [0.62, 0.08, -0.39], [-0.16, -0.28, 1.04], [0.32, 0.12, -0.18], [0.07, -0.29, -0.02], [-0.50, 0.02, -0.24], [-0.01, -0.03, 0.01], [0.01, -0.12, -0.24], [0.06, 0.27, -0.25], [0.57, 0.65, 0.12], [0.54, 0.18, -0.25], [-0.40, -0.07, -0.68], [-0.06, 0.53, 0.55], [0.30, 0.14, -0.86], [0.07, 0.17, 0.36], [-0.23, -0.25, 0.07], [-0.15, -0.64, 0.31], [-0.02, -0.02, 0.00], [-0.21, -0.03, 0.11], [0.01, -0.08, 0.22], [0.08, 0.04, -0.07], [-0.57, -0.01, 0.01], [0.34, -0.38, -0.40], [0.00, -0.12, 0.68], [-0.48, -0.38, -0.52], [-0.53, -0.62, 0.28], [0.31, 0.13, -0.11], [0.27, 0.41, -0.28], [0.01, -0.01, -0.04], [0.23, 0.04, 0.13], [0.01, 0.26, 0.12], [-0.05, -0.03, 0.00]]
}

***

Record 3
{
  "formula": "C4H6O2",
  "method": "ωB97M-V/def2-TZVPD",
  "lumo_ev": 0.936,
  "energy_ha": -306.3557,
  "de_lowest_kcal_mol": 94.5,
  "homo_lumo_gap_ev": 9.70,
  "largest_force_ha_per_bohr": 0.0864,
  "symbols": ["C", "C", "C", "C", "H", "H", "H", "H", "H", "H", "O", "O"],
  "xyz": [[0.969572, -0.840394, 0.228337], [-1.372704, -0.478892, 0.059368], [-1.002712, 0.915841, 0.152089], [0.312311, 1.354651, -0.030252], [1.812159, -1.392206, -0.373783], [1.328491, -1.108701, 1.508293], [-1.751839, -0.971766, 0.946557], [-2.103145, -0.433796, -0.917414], [-1.862956, 1.504896, -0.072201], [0.480449, 2.405728, 0.325272], [-0.240706, -1.159210, -0.269320], [1.322961, 0.445286, -0.214926]],
  "atomic_forces_ev_per_a": [[4.20, -1.36, 0.52], [-1.27, 0.50, -2.22], [2.45, 1.86, -0.54], [-3.61, -0.50, 1.78], [-1.99, 0.04, 1.34], [-1.85, 1.26, -3.47], [-1.07, 0.36, 0.17], [1.36, -1.14, 2.47], [-0.09, 1.48, 0.89], [0.67, -0.98, -1.35], [1.19, -3.56, -1.12], [0.00, 2.04, 1.53]]
}

***

Record 4
{
  "formula": "C2H14NO5",
  "method": "ωB97M-V/def2-TZVPD",
  "lumo_ev": 3.821,
  "energy_ha": -515.5938,
  "de_lowest_kcal_mol": 11.6,
  "homo_lumo_gap_ev": 8.73,
  "largest_force_ha_per_bohr": 0.0516,
  "charge": -1,
  "symbols": ["C", "O", "C", "N", "H", "H", "H", "H", "H", "H", "H", "H", "O", "H", "H", "O", "H", "H", "O", "H", "H", "O"],
  "xyz": [[0.442228, 1.355718, 0.902716], [-0.545705, 1.366520, 1.869116], [1.346404, 0.143973, 0.693933], [2.531772, 0.532907, -0.089048], [-0.110089, 1.505545, -0.068689], [1.049957, 2.267695, 1.169956], [1.634842, -0.253375, 1.691383], [0.710238, -0.612134, 0.209498], [3.282795, 0.783708, 0.536514], [2.780902, -0.229417, -0.704024], [-1.568567, -0.185356, -0.743552], [-1.018767, -1.238014, -1.785150], [-1.545587, -0.436521, -1.739417], [0.001587, 0.483975, -2.481202], [1.324625, 1.318726, -2.440796], [0.670554, 0.914377, -3.040000], [-2.010933, -3.325424, 0.756471], [-1.543601, -1.796896, 0.903278], [-1.247049, -2.775172, 0.970501], [-2.931907, -0.046681, 0.888120], [-1.246734, 0.515997, 1.691749], [-2.006957, -0.290154, 0.808634]],
  "atomic_forces_ev_per_a": [[-0.68, 1.78, -0.74], [-0.83, -2.04, 1.48], [-0.44, 0.00, 1.26], [-0.86, -0.24, -0.35], [0.97, 0.27, 0.22], [-0.07, -0.76, -0.78], [-0.19, 0.02, -0.41], [0.65, -0.02, -0.07], [0.16, -0.18, -0.19], [0.43, 0.09, 0.14], [-0.50, -0.65, -0.62], [-0.11, -0.21, 0.20], [0.50, 0.62, 0.28], [-0.26, 0.14, 0.12], [-0.55, -0.38, -0.11], [0.71, 0.28, 0.03], [0.16, 0.42, 0.02], [-0.28, -0.72, 0.13], [0.04, 0.14, -0.11], [-0.02, -0.09, -0.05], [1.22, 1.74, -0.70], [-0.04, -0.20, 0.23]]
}